Entry from the Open Molecules 2025 dataset: C3H4CdO2 as an isolated structure (ωB97M-V/def2-TZVPD).

Computed properties:
lowest unoccupied orbital energy (alpha / beta) = -1.70 / -1.38 eV
charge = 0
max |F| = 3.7 eV/A

Geometry as XYZ:
```
10
C3H4CdO2 | the Open Molecules 2025 dataset | ωB97M-V/def2-TZVPD
O 1.21780 -1.19965 -0.41177
Cd 1.35807 1.05992 -1.16232
C -0.02037 -1.27258 -0.15491
O -0.51235 0.02225 -0.06214
C -1.85980 0.19533 0.34885
H -2.02596 -0.32614 1.29926
H -2.04490 1.26650 0.48698
H -2.53235 -0.19478 -0.42506
C 2.67020 0.12851 0.11090
H 3.74965 0.32065 -0.02980
```


Entry from the Open Molecules 2025 dataset: C3H4Cl2I2 as an isolated structure (ωB97M-V/def2-TZVPD).

Computed properties:
lowest unoccupied orbital energy (alpha / beta) = -0.87 / -0.16 eV
charge = 0
max |F| = 3.6 eV/A

Geometry as XYZ:
```
11
C3H4Cl2I2 | the Open Molecules 2025 dataset | ωB97M-V/def2-TZVPD
C -1.85864 -0.89514 1.04474
C 1.66785 0.05521 -0.46077
C 0.39983 0.75293 -0.80474
Cl -2.04595 0.50019 1.97745
Cl 1.43278 -1.65457 -0.84950
I -0.15902 0.65048 -2.79299
I -0.02376 2.52383 0.29340
H -2.77027 -1.20485 0.63319
H -1.13728 -1.62444 1.25875
H 2.51954 0.66282 -1.00056
H 1.97492 0.23354 0.70102
```


Table of relative energy (zero: lowest compared OMol25 entry of this formula, charge and spin) (kJ/mol), in record order: 688.1, 349.8